The following is a quantum chemistry calculation of a gas-phase ion, C6H7N4 (charge +1), from the OMol25 dataset.

Results
- <S²> = 2.030
- energy (eV) = -12283.5257
- E_LUMO (spin up / spin down) (eV) = -4.813 / -8.027
- ΔE to the lowest compared entry with this formula, charge and spin (kcal per mole) = 37.2
- charge = +1
- 2S+1 = 3
- frontier orbital gap (spin up / spin down) (eV) = 6.1 / 6.4

Bonds (Å) are listed after each position.
Positions of all 17 atoms, in Å:
1 C -2.295 0.521 -0.131  C3 1.405, N7 1.253, H11 1.188
2 C -1.825 -1.616 -0.529  N7 1.331, N8 1.300, H12 1.070
3 C -0.926 0.807 0.002  C1 1.405, C4 1.436, N9 1.327
4 C 0.001 -0.290 0.036  C3 1.436, N8 1.385, N10 1.340
5 C 0.377 2.808 0.436  N9 1.178, H13 1.061
6 C 2.288 -1.152 0.090  N10 1.495, H15 1.068, H16 1.067, H17 1.065
7 N -2.708 -0.623 -0.433  C1 1.253, C2 1.331
8 N -0.574 -1.530 -0.188  C2 1.300, C4 1.385
9 N -0.452 2.042 0.098  C3 1.327, C5 1.178
10 N 1.305 -0.031 0.201  C4 1.340, C6 1.495, H14 0.957
11 H -3.042 1.400 0.154  C1 1.188
12 H -2.185 -2.595 -0.768  C2 1.070
13 H 0.812 3.637 0.934  C5 1.061
14 H 1.636 0.851 0.036  N10 0.957
15 H 3.236 -0.745 -0.186  C6 1.068
16 H 1.886 -1.738 -0.707  C6 1.067
17 H 2.467 -1.747 0.955  C6 1.065